Entry 1:
ORCA calculation (the ωB97M-V functional and the def2-TZVPD basis) on a molecular structure, C8H12BN4S6SbTi.

Output
Total charge: -1
Kohn-Sham gap (alpha / beta): 6.728 / 6.837 eV
<S²>: 0.7564
Spin multiplicity: 2
Energy above the lowest of the compared OMol25 structures with the same formula, charge and spin: 4.36 kcal/mol
E_HOMO (alpha / beta): -4.30 / -4.41 eV

Element x y z (Å)
Ti: -0.1406 -0.4442 0.3737
C: 3.2052 -0.0210 2.7786
N: 2.5609 0.8578 1.8124
C: 2.0719 2.1261 2.0486
C: 1.3270 2.4811 0.9854
N: 1.3496 1.4281 0.0742
B: 0.9090 1.5824 -1.4590
N: -0.2266 0.5316 -1.8514
C: -0.1609 -0.2748 -2.9853
C: -1.3900 -0.7787 -3.2063
N: -2.2315 -0.2757 -2.2355
C: -3.5699 -0.7584 -1.9050
C: -1.5230 0.5189 -1.4139
S: -1.9873 1.2217 0.0544
C: 2.1159 0.4307 0.6146
S: 2.2351 -1.1013 -0.0958
H: 3.3874 0.5519 3.6842
H: 4.1526 -0.3735 2.3763
H: 2.5397 -0.8577 2.9886
H: 2.2629 2.6440 2.9716
H: 0.7596 3.3688 0.7774
H: 0.4739 2.6991 -1.5713
H: 1.8538 1.3414 -2.1628
H: 0.7722 -0.4212 -3.4967
H: -1.7361 -1.4794 -3.9450
H: -3.8396 -1.5161 -2.6362
H: -4.2756 0.0683 -1.9496
H: -3.5522 -1.1990 -0.9066
S: -3.8407 -2.3642 2.1879
Sb: -1.5997 -2.6359 2.1982
S: -0.4983 -0.5080 2.6685
S: -0.8912 -2.6059 -0.1238
S: -0.5134 -4.2365 3.3497


Entry 2:
ORCA calculation (the ωB97M-V functional and the def2-TZVPD basis) on a molecular structure, C40H50FN2O10P2Pt.

Output
Total charge: +1
Kohn-Sham gap (alpha / beta): 7.731 / 6.427 eV
<S²>: 6.0140
Spin multiplicity: 5
Energy above the lowest of the compared OMol25 structures with the same formula, charge and spin: 63.74 kcal/mol
E_HOMO (alpha / beta): -10.52 / -11.40 eV

Element x y z (Å)
Pt: 3.9276 -1.3247 0.2615
O: 3.4562 2.8217 -0.0498
C: 3.1788 1.6793 -0.2906
O: 4.0455 0.6902 -0.2287
C: 1.7009 1.3207 -0.5664
P: 0.8254 0.3857 0.7869
C: 0.7198 1.5393 2.0877
C: 0.2750 2.8414 1.9746
C: 0.4954 3.7083 3.0654
C: 1.0879 3.3318 4.2896
C: 1.4989 2.0045 4.4002
C: 1.3692 1.1655 3.2870
C: -0.6974 -0.2737 0.1578
C: -0.4247 -1.0329 -0.9865
C: -1.4504 -1.2342 -1.8963
C: -2.6502 -0.6756 -1.5946
C: -2.9602 0.0550 -0.4274
C: -1.8542 0.3135 0.4439
H: 1.6286 0.6003 -1.3745
H: 1.2095 2.2715 -0.7752
H: -0.3025 3.2416 1.1559
H: 0.3913 4.7727 2.8952
H: 1.2445 4.0409 5.0930
H: 2.1138 1.6711 5.2138
H: 1.7137 0.1078 3.4227
H: 1.2119 -1.6549 -1.8870
H: -1.2510 -1.8121 -2.8006
H: -3.4928 -0.8836 -2.3063
H: -3.9101 0.5288 -0.2564
H: -1.9676 0.8905 1.3014
C: -0.0879 -7.2661 2.8522
C: -0.7947 -5.9659 2.4523
C: -1.8244 -5.5885 3.4434
C: -1.2179 -5.3636 4.8221
C: -0.1147 -4.3071 4.7184
C: 0.2744 -3.5955 5.8210
C: 1.3348 -2.6795 5.6747
F: 1.7103 -1.9303 6.7232
C: 1.9347 -2.3960 4.4929
C: 1.4842 -3.0960 3.3110
C: 2.2340 -2.9139 2.0625
O: 3.1685 -2.0709 2.0679
C: 1.8626 -3.7423 0.9891
C: 0.8048 -4.6231 1.2273
N: 0.2052 -4.8578 2.3660
C: 0.5282 -4.0696 3.5125
C: 2.5030 -3.8289 -0.3753
O: 2.1106 -4.6453 -1.1782
O: 3.6012 -3.1023 -0.6747
H: -0.8019 -8.0762 3.0317
H: 0.4268 -7.1541 3.7923
H: 0.6614 -7.5191 2.1064
H: -1.1754 -6.0518 1.4128
H: -2.5580 -6.4639 3.4842
H: -2.2685 -4.6279 3.1338
H: -0.9072 -6.3023 5.2791
H: -2.0240 -4.9966 5.5094
H: -0.1820 -3.7875 6.7677
H: 2.6452 -1.5920 4.3478
H: 0.4878 -5.2224 0.3565
C: 3.5206 -3.5508 -5.4439
N: 2.5846 -2.5890 -4.7472
C: 1.1479 -2.9664 -4.8403
C: 2.9436 -1.5274 -3.9040
C: 4.3652 -1.2110 -3.6313
O: 2.0699 -0.9597 -3.2570
H: 4.3308 -3.8700 -4.8038
H: 3.8961 -3.1648 -6.3789
H: 2.8874 -4.3318 -5.7124
H: 1.0311 -3.9631 -4.3684
H: 0.8263 -2.8404 -5.9543
H: 0.5255 -2.1906 -4.2522
H: 4.8062 -1.9098 -2.9057
H: 4.3046 -0.2107 -3.0579
H: 5.0260 -1.0237 -4.4479
C: 0.1158 4.0120 -3.9055
C: -0.8826 5.1393 -3.6064
C: -1.3470 5.8700 -4.8608
C: -0.3463 6.1506 -2.5044
O: -2.1338 4.6885 -2.8892
P: -2.2791 3.4259 -1.9518
O: -1.2667 3.1450 -0.9241
O: 0.7556 -1.6272 -1.0193
O: -3.7465 3.7219 -1.2803
C: -4.0062 4.3799 0.0820
C: -5.4004 4.9955 -0.1629
C: -2.9872 5.4235 0.3521
C: -4.0916 3.3188 1.2468
H: 0.8529 4.5515 -4.5511
H: -0.3563 3.1770 -4.3975
H: 0.7166 3.6350 -3.0397
H: -0.5856 6.5104 -5.2246
H: -2.1901 6.5016 -4.6172
H: -1.6718 5.1585 -5.6478
H: 0.4189 6.8948 -2.8094
H: 0.1529 5.6429 -1.6609
H: -1.1916 6.7123 -2.1119
H: -5.3737 5.8235 -0.9130
H: -5.7909 5.2701 0.8341
H: -6.0720 4.2443 -0.5177
H: -2.9816 6.1221 -0.4534
H: -2.0723 4.9292 0.4387
H: -3.2241 5.8698 1.3119
H: -4.9407 2.6922 0.9460
H: -4.3547 3.8153 2.2000
H: -3.1394 2.8613 1.4159


Entry 3:
ORCA calculation (the ωB97M-V functional and the def2-TZVPD basis) on a molecular structure, C16H12N2NiO6.

Output
Total charge: +2
Kohn-Sham gap (alpha / beta): 8.737 / 5.629 eV
<S²>: 2.0396
Spin multiplicity: 3
E_HOMO (alpha / beta): -15.76 / -15.61 eV

Element x y z (Å)
O: -0.0822 2.6696 -4.1941
C: -0.0502 1.5707 -3.9212
Ni: 0.0373 -0.7683 -3.3702
O: -0.0261 -1.4497 -6.1133
C: 0.1888 -1.3259 -4.9861
C: -0.0204 -2.3929 -2.7909
O: 0.0136 -3.4236 -2.2686
C: -1.9045 -0.4013 -3.4312
O: -2.9262 -0.5365 -2.8871
C: 1.8387 -0.6033 -3.4826
O: 2.9820 -0.7526 -3.3670
C: 1.1583 0.8032 3.1653
N: 1.1846 0.7685 1.7199
N: 0.1517 0.4001 0.9589
C: 0.4462 0.6001 -0.3721
O: -0.5287 0.4575 -1.1694
C: 1.7735 1.1433 -0.4016
C: 2.1694 1.2418 0.9233
C: 3.4025 1.8150 1.4871
C: -1.0190 -0.2443 1.4321
C: -1.8025 0.3940 2.4021
C: -3.0000 -0.2051 2.7796
C: -3.4558 -1.3604 2.1647
C: -2.6886 -1.9352 1.1610
C: -1.4530 -1.4176 0.7971
H: 0.2525 0.3927 3.5936
H: 1.1495 1.8345 3.5133
H: 2.0306 0.3210 3.6251
H: 2.2905 1.3593 -1.3162
H: 3.1680 2.7562 2.0075
H: 3.8938 1.0899 2.1522
H: 4.0977 2.0625 0.6737
H: -1.4407 1.3360 2.8437
H: -3.5746 0.2813 3.5448
H: -4.4098 -1.7854 2.4403
H: -3.0421 -2.8074 0.6435
H: -0.8048 -1.8876 0.0424